[1]
Density functional theory data (ωB97M-V with the def2-TZVPD basis set) for the molecule C4H5BrClNS in a non-equilibrium geometry.

Results
- SMILES = NC(=S)[C@H](Br)/C=C/Cl
- frontier orbital gap (eV) = 8.6
- DFT total energy (hartree) = -3642.532145

Geometry as ORCA input:
```
! RIJCOSX wB97M-V def2-TZVPD def2/J DEFGRID3
* xyz 0 1
C -0.66057 -2.12321 -0.67056
Cl -1.36217 -3.17985 -1.85338
S -1.93133 1.28619 0.51096
H 0.14110 2.80273 1.74997
C 0.47173 0.00262 -0.16120
H 0.92327 -0.43818 0.74684
H 1.35754 1.70972 1.70458
C -0.27068 1.20015 0.59754
N 0.51957 2.01673 1.33379
C -0.37450 -0.85484 -0.98808
H -0.29337 -2.58744 0.21663
Br 1.98139 0.65679 -1.24519
H -0.50199 -0.49141 -1.94189
*
```

natural (NBO) atomic charges, in units of e:
1 C -0.168
2 Cl 0.003
3 S -0.096
4 H 0.404
5 C -0.320
6 H 0.229
7 H 0.390
8 C 0.111
9 N -0.770
10 C -0.234
11 H 0.211
12 Br 0.013
13 H 0.227

***

[2]
Density functional theory data (ωB97M-V with the def2-TZVPD basis set) for a structure of composition C37H39ClIN6O5OsS.

Results
- frontier orbital gap (eV) = 6.5
- DFT total energy (hartree) = -3384.652247

Geometry as ORCA input:
```
! RIJCOSX wB97M-V def2-TZVPD def2/J DEFGRID3
* xyz 1 1
C 2.02792 -1.85849 0.44031
H 4.55382 -1.02962 1.75402
C 0.93963 0.11921 1.47795
I 1.05905 -4.88966 -2.05378
C -0.73697 4.30122 -1.33581
C -1.52342 -5.89922 1.27537
H 6.27057 2.77480 1.17186
N -2.50330 -2.36468 1.03406
N 1.98951 -0.48490 0.96787
H 5.60032 1.19371 1.54864
H -0.29777 2.54504 -0.18562
C -4.65462 -0.47955 -0.91672
C 1.69332 2.64920 -4.81384
C 4.39385 -1.80549 2.50837
H -1.31127 1.08913 -4.57799
H 1.81331 1.39521 -1.66428
H -4.30169 4.01450 0.10020
C -3.39167 -2.23483 1.99448
N 1.02125 1.39341 1.83877
H 3.76753 -1.38790 3.30112
H 2.80496 -1.86756 -0.32667
H -3.55462 2.30000 1.58974
C -2.71290 1.99980 0.96134
H 0.06054 2.40989 -6.17571
C 2.15712 2.35358 -3.54336
C -2.20846 -4.69929 1.57709
H 1.82677 3.27954 1.64437
H 5.37116 -2.02336 2.93832
H 4.80813 2.25328 0.36739
Os -1.87381 -0.88820 -0.29812
H -3.74205 5.84887 -1.44266
H 5.13163 2.86108 3.36569
H 2.60946 2.06545 0.66603
C 0.17013 1.16225 -3.03443
H 3.46829 1.01134 2.87997
H -3.82061 -1.25024 2.12625
C -5.77488 -0.96874 -1.56585
H -1.89288 1.73983 1.62677
Cl -1.83920 -7.32454 2.20575
H -4.49246 -3.17358 3.57965
C -0.32843 1.44654 -4.30084
N 3.47828 2.85377 -3.11349
O 3.81522 2.62108 -1.96525
C -4.09883 -2.46585 -1.72415
O -0.16154 0.19005 -0.88298
C -1.70480 5.22941 -1.69563
H -3.42309 -5.38469 3.22306
H 4.28670 3.88402 2.23069
C -3.30082 4.08332 -0.31119
C -0.61172 -5.93615 0.25650
C 2.30554 -2.91874 1.50118
C 0.43932 2.18628 -5.18843
C -2.98663 5.12076 -1.17861
C -5.41685 -2.22944 -2.07873
H 3.83996 -3.87542 2.63557
C -1.05383 3.26625 -0.46884
C -4.29607 0.69266 -0.21047
O -0.81485 -2.50911 -0.99946
S -0.57071 -0.72641 1.83114
C 4.52597 2.84092 2.45844
H 2.84965 0.04283 0.92294
C -0.34283 -4.79868 -0.52599
O 4.13476 3.47056 -3.91827
H 2.80508 2.40741 3.70186
H 1.08515 -2.04081 -0.06563
C 3.76822 -3.06200 1.91071
N -3.63579 -1.40528 -1.02367
H -0.09166 -6.86052 0.04527
C -1.91138 -3.57270 0.78956
H 2.30725 3.23238 -5.48474
H -6.04400 -2.89340 -2.64973
H 4.35137 -3.38043 1.04146
C 1.42258 1.61267 -2.64604
H 1.67888 -2.71313 2.37403
H -5.00687 1.49703 -0.04200
C -0.99211 -3.60051 -0.29492
H 1.95976 -3.87167 1.09170
C 2.19057 2.25196 1.65973
C -3.16530 -4.53663 2.60363
H -6.72789 -0.47439 -1.66245
H 0.26908 4.38836 -1.72862
H -3.46776 -3.31432 -1.93772
N -3.08473 0.77321 0.23844
H 0.21368 1.76336 2.31119
C 5.33884 2.23038 1.32092
O -1.79266 -0.00315 -2.24524
H -1.45752 6.04003 -2.36809
C -2.34201 3.14166 0.04523
C -0.62405 0.42014 -2.04836
C 3.23849 2.07522 2.75582
C -3.75532 -3.31935 2.80392
*
```

Mulliken atomic charges, in units of e:
1 C -0.607
2 H 0.003
3 C 0.315
4 I 0.068
5 C -0.831
6 C 0.514
7 H 0.422
8 N 0.431
9 N 0.480
10 H 0.172
11 H 0.403
12 C -0.197
13 C -0.652
14 C -0.745
15 H 0.571
16 H 0.345
17 H 0.409
18 C -0.129
19 N 0.307
20 H 0.194
21 H 0.598
22 H 0.738
23 C -2.114
24 H 0.448
25 C -0.321
26 C 0.279
27 H 0.681
28 H 0.471
29 H 0.074
30 Os 0.737
31 H 0.406
32 H 0.390
33 H -0.090
34 C -0.052
35 H -0.199
36 H 0.494
37 C -0.848
38 H 0.073
39 Cl -0.258
40 H 0.453
41 C -0.684
42 N 1.044
43 O -0.637
44 C -0.697
45 O 0.744
46 C -0.694
47 H 0.494
48 H 0.346
49 C -0.613
50 C -0.248
51 C -0.246
52 C -0.789
53 C -0.677
54 C -0.906
55 H 0.371
56 C 0.870
57 C 0.152
58 O -0.978
59 S -0.495
60 C -0.748
61 H 0.201
62 C -0.041
63 O -0.613
64 H 0.392
65 H -0.169
66 C -0.870
67 N 0.618
68 H 0.492
69 C 0.061
70 H 0.545
71 H 0.460
72 H 0.350
73 C 0.301
74 H 0.257
75 H 0.420
76 C -0.150
77 H 0.275
78 C -0.956
79 C -0.870
80 H 0.545
81 H 0.506
82 H 0.547
83 N 0.437
84 H 0.443
85 C -0.734
86 O -0.859
87 H 0.424
88 C 0.489
89 C 0.577
90 C 0.174
91 C -1.294